Computed, not measured: a 20-piece molecular cluster, C107H100F7N13 overall, with the ωB97M-V functional and the def2-TZVPD basis.

Geometry as XYZ:
```
227
Properties=species:S:1:pos:R:3:mulliken_charge:R:1
F 6.459 -1.941 -6.360 -0.335
C 5.089 -1.906 -6.534 0.231
C 4.532 -1.742 -7.836 -0.516
C 3.190 -1.736 -8.006 -0.765
C 2.308 -1.833 -6.902 -0.404
C 2.837 -2.011 -5.596 0.112
C 4.237 -2.061 -5.432 -0.245
H 5.095 -1.499 -8.725 0.371
H 2.881 -1.571 -9.027 0.375
H 1.250 -1.657 -7.030 0.432
H 2.219 -1.989 -4.710 0.532
H 4.763 -2.197 -4.499 0.216
F -5.890 3.608 0.064 -0.271
C -5.246 2.988 -0.940 -0.290
C -4.073 2.250 -0.644 0.336
C -3.232 1.876 -1.594 0.179
C -3.534 2.183 -2.935 -0.612
C -4.626 2.987 -3.254 -1.135
C -5.525 3.368 -2.263 -0.919
H -3.882 2.044 0.399 0.993
H -2.448 1.179 -1.337 0.150
H -2.979 1.732 -3.745 0.623
H -4.866 3.300 -4.259 0.437
H -6.374 3.984 -2.523 0.454
F 0.360 -0.021 -4.940 -0.059
C -0.911 -0.370 -5.100 0.419
C -1.689 -0.671 -4.019 0.216
C -3.012 -1.033 -4.166 0.235
C -3.608 -1.173 -5.425 -0.939
C -2.863 -0.848 -6.535 -1.088
C -1.527 -0.448 -6.343 -0.250
H -1.263 -0.520 -3.038 0.001
H -3.534 -1.296 -3.258 -0.025
H -4.672 -1.359 -5.427 0.467
H -3.359 -0.808 -7.494 0.503
H -0.897 -0.132 -7.162 0.511
F -4.260 -4.272 -6.461 -0.289
C -2.959 -4.667 -6.659 -0.436
C -1.916 -4.073 -5.921 0.352
C -0.593 -4.455 -6.164 -0.351
C -0.348 -5.496 -7.040 -0.982
C -1.359 -6.118 -7.692 -0.554
C -2.651 -5.659 -7.551 -0.358
H -2.173 -3.372 -5.141 0.633
H 0.278 -4.005 -5.710 0.805
H 0.616 -5.938 -7.240 0.425
H -1.303 -6.906 -8.429 0.359
H -3.430 -6.141 -8.123 0.405
F 1.173 2.025 -7.912 -0.380
C 1.431 2.480 -6.612 -0.051
C 2.516 1.995 -5.890 0.080
C 2.727 2.317 -4.596 -0.731
C 1.844 3.255 -3.996 -0.078
C 0.725 3.760 -4.638 -0.655
C 0.514 3.325 -5.979 -0.239
H 3.079 1.181 -6.322 0.367
H 3.483 1.815 -4.012 0.540
H 1.988 3.600 -2.982 0.179
H -0.019 4.383 -4.164 0.500
H -0.315 3.669 -6.580 0.451
F 4.728 0.100 -1.413 -0.231
C 5.216 -1.138 -1.487 0.234
C 4.721 -2.073 -0.576 0.320
C 5.073 -3.405 -0.673 -0.705
C 5.985 -3.776 -1.646 -0.726
C 6.602 -2.843 -2.422 -0.642
C 6.208 -1.527 -2.395 -1.078
H 4.022 -1.662 0.138 0.955
H 4.707 -4.166 0.000 0.371
H 6.272 -4.816 -1.614 0.466
H 7.394 -3.207 -3.058 0.447
H 6.615 -0.847 -3.128 0.548
F -3.491 -0.813 3.395 0.095
C -2.874 -0.591 4.558 -0.567
C -3.256 -1.343 5.701 -0.640
C -2.592 -1.094 6.912 -0.759
C -1.588 -0.130 6.983 -1.118
C -1.072 0.420 5.830 -0.068
C -1.744 0.158 4.602 0.698
H -4.104 -2.012 5.730 0.534
H -2.936 -1.566 7.820 0.444
H -1.145 0.098 7.941 0.458
H -0.185 1.031 5.907 0.623
H -1.356 0.614 3.704 0.349
N 2.929 3.296 1.515 0.897
C 3.742 2.897 0.472 0.114
C 5.049 3.288 0.295 -0.777
C 5.617 4.101 1.283 -0.592
C 4.853 4.483 2.331 -0.982
C 3.528 4.080 2.457 -0.328
H 3.382 2.080 -0.135 -0.131
H 5.560 2.825 -0.536 0.609
H 6.673 4.321 1.234 0.468
H 5.369 5.070 3.077 0.523
H 2.865 4.438 3.230 0.305
N -1.338 -0.184 0.616 0.706
C -0.743 0.999 0.587 -1.426
C 0.433 1.208 -0.196 0.818
C 0.980 0.136 -0.836 -1.127
C 0.337 -1.086 -0.840 0.103
C -0.885 -1.217 -0.143 -0.735
H -1.222 1.770 1.172 0.780
H 0.909 2.178 -0.204 -0.011
H 1.939 0.175 -1.330 0.580
H 0.896 -1.881 -1.311 -0.321
H -1.447 -2.139 -0.134 0.760
N -1.703 -6.001 4.176 -0.613
C -1.684 -6.048 2.807 -0.642
C -1.452 -4.994 1.962 -0.335
C -1.226 -3.747 2.564 0.352
C -1.144 -3.646 3.963 -0.335
C -1.402 -4.789 4.752 -1.240
H -1.876 -6.998 2.331 0.393
H -1.548 -5.127 0.895 0.313
H -1.115 -2.822 2.019 0.628
H -0.904 -2.719 4.463 0.831
H -1.482 -4.798 5.829 0.462
N 2.463 -0.801 5.882 -0.535
C 2.582 0.560 6.066 -1.219
C 2.317 1.453 5.004 -0.209
C 1.848 0.920 3.811 1.365
C 1.661 -0.457 3.661 0.060
C 1.917 -1.265 4.731 -1.182
H 2.894 0.955 7.021 0.400
H 2.433 2.519 5.136 0.280
H 1.670 1.633 3.020 -0.100
H 1.418 -0.862 2.690 0.720
H 1.750 -2.327 4.628 0.467
N 0.841 5.012 4.430 0.044
C 1.120 5.698 5.596 -0.300
C 0.329 5.582 6.731 -0.735
C -0.694 4.647 6.775 -0.794
C -0.900 3.815 5.633 -0.391
C -0.075 3.979 4.571 -0.572
H 1.854 6.482 5.481 0.411
H 0.571 6.111 7.641 0.398
H -1.342 4.562 7.635 0.468
H -1.640 3.029 5.597 0.542
H -0.212 3.466 3.631 0.917
N 3.779 9.494 -0.042 -0.590
C 4.028 8.220 -0.485 -0.545
C 3.501 7.095 0.140 -0.223
C 2.712 7.299 1.280 0.570
C 2.437 8.535 1.755 -0.720
C 2.987 9.623 1.065 -0.259
H 4.609 8.057 -1.381 0.358
H 3.746 6.137 -0.293 0.416
H 2.331 6.408 1.757 0.219
H 1.830 8.670 2.638 0.408
H 2.742 10.628 1.374 0.371
N 2.946 -4.530 1.927 0.189
C 1.946 -5.205 2.598 0.118
C 2.035 -5.621 3.929 -0.828
C 3.182 -5.335 4.638 -0.595
C 4.176 -4.578 4.048 -0.440
C 4.038 -4.236 2.692 0.256
H 1.053 -5.471 2.052 0.139
H 1.245 -6.182 4.406 0.506
H 3.450 -5.618 5.645 0.389
H 5.077 -4.377 4.607 0.448
H 4.816 -3.684 2.185 -0.193
N -5.756 -5.181 -2.611 -0.594
C -5.442 -5.989 -1.519 -0.517
C -4.629 -5.600 -0.465 -0.712
C -4.175 -4.297 -0.457 0.304
C -4.500 -3.437 -1.466 0.476
C -5.333 -3.887 -2.518 -0.655
H -5.790 -7.011 -1.539 0.377
H -4.475 -6.275 0.364 0.428
H -3.607 -3.995 0.411 0.276
H -4.163 -2.412 -1.413 0.248
H -5.628 -3.178 -3.277 0.399
N 6.395 -2.041 3.951 -0.461
C 7.016 -2.190 2.780 -0.624
C 6.782 -1.196 1.806 -0.309
C 6.061 -0.038 2.054 -0.139
C 5.510 0.098 3.289 0.041
C 5.651 -0.914 4.223 -0.518
H 7.638 -3.059 2.629 0.369
H 7.246 -1.297 0.836 0.449
H 5.873 0.634 1.229 0.475
H 4.923 0.954 3.585 0.313
H 5.193 -0.767 5.190 0.406
N -4.486 4.300 3.546 -0.037
C -5.352 4.960 2.699 0.341
C -6.484 5.643 3.217 -0.921
C -6.856 5.462 4.558 -0.329
C -5.943 4.876 5.390 -0.625
C -4.821 4.315 4.860 0.082
H -4.988 5.040 1.685 0.135
H -7.212 6.134 2.587 0.363
H -7.749 5.907 4.973 0.384
H -6.178 4.790 6.440 0.367
H -4.102 3.837 5.509 0.286
N 0.858 -3.743 -3.232 0.489
C -0.312 -4.200 -2.644 -0.170
C -0.353 -5.023 -1.567 -1.080
C 0.841 -5.423 -1.047 -0.425
C 2.085 -4.946 -1.500 -0.718
C 2.051 -4.161 -2.654 -0.187
H -1.268 -3.926 -3.066 0.312
H -1.247 -5.504 -1.197 0.799
H 0.827 -6.125 -0.226 0.493
H 3.020 -5.132 -0.991 0.354
H 2.971 -3.879 -3.145 0.221
N -0.908 5.009 -1.910 -0.154
C 0.057 4.846 -0.976 -0.828
C -0.220 4.782 0.424 0.199
C -1.542 4.933 0.852 -0.337
C -2.482 5.194 -0.100 -0.125
C -2.134 5.172 -1.461 -1.003
H 1.073 4.799 -1.340 0.691
H 0.531 4.769 1.200 0.099
H -1.761 5.047 1.903 0.581
H -3.454 5.435 0.304 0.405
H -2.944 5.396 -2.140 0.377
N -8.182 -0.294 0.941 -0.532
C -8.468 -1.478 1.421 -0.210
C -7.565 -2.519 1.626 -0.827
C -6.177 -2.289 1.296 -0.338
C -5.852 -0.997 0.886 0.196
C -6.863 -0.011 0.787 -0.678
H -9.482 -1.640 1.755 0.381
H -7.802 -3.466 2.087 0.390
H -5.341 -2.960 1.426 0.494
H -4.813 -0.774 0.689 0.577
H -6.578 0.947 0.379 0.459
```

Properties
- ΔE to the lowest compared entry with this formula, charge and spin (kcal/mol) = 52.8
- HOMO-LUMO gap (Ha) = 0.337